Entry 1:
33
Properties=species:S:1:pos:R:3:forces:R:3 method="wB97M-V/def2-TZVPD" lumo_ev=3.28 energy_ha=-4727.6832 orbital_gap_ev=2.89 total_charge=-2 molar_mass_g_mol=615.946
I 0.1926 -3.4700 -4.2139 0.053 0.318 0.313
I -1.8567 2.5542 -1.2665 0.156 -0.344 -0.033
Br 2.5967 3.0501 0.2135 -0.478 -0.203 0.503
S -4.9309 1.7119 1.3734 -0.201 0.151 0.069
P 3.2242 1.0921 1.1279 2.140 -0.800 -0.450
O 3.5611 1.4184 2.7388 -0.964 -0.593 -0.826
O -5.2791 3.0573 0.8333 0.066 0.027 -0.060
O -4.7186 0.7621 0.2373 0.038 -0.088 -0.085
O -6.0384 1.2119 2.2364 0.004 -0.058 0.026
O 0.3661 0.8459 -0.4903 -0.107 -0.800 -0.615
O -3.6747 1.8069 2.1766 0.134 -0.063 -0.003
N 0.7204 0.5317 2.1172 1.077 -0.745 -0.210
C 1.1016 -0.3189 -0.1983 1.170 -0.322 0.319
C 0.4790 -1.9217 -2.7553 0.461 1.037 0.697
C -0.9808 0.5881 -0.8633 -1.383 1.295 1.094
C 1.7416 -0.0789 1.2118 -0.949 1.871 0.558
C 1.8783 -1.9234 -2.1074 -0.114 -0.299 0.385
C -1.7871 0.0096 0.2185 1.244 -0.627 -1.404
C 2.1949 -0.6525 -1.2716 0.041 -0.493 0.564
C -2.3343 -0.7820 0.9255 -0.296 -0.492 0.421
H 0.4920 -1.2311 -0.0883 -0.313 0.548 0.106
H 2.6850 -2.1061 -2.8321 -0.323 0.148 0.045
H 0.3057 -0.9324 -3.2051 -0.040 -0.574 -0.354
H 2.1154 -1.0094 1.6725 0.043 0.203 -0.392
H 3.0966 -0.9144 -0.6844 -0.152 0.120 -0.447
H 2.9230 0.9097 3.2655 -0.074 0.455 0.216
H 0.8059 1.5415 2.0296 -0.639 -0.049 0.106
H -2.8257 -1.4887 1.5579 -0.150 0.494 -0.010
H 0.9294 0.2668 3.0756 -0.347 0.121 -0.016
H 2.4740 0.2210 -1.8774 -0.376 -0.160 0.113
H -1.0927 0.0398 -1.8024 0.183 0.080 0.249
H -0.2736 -2.0196 -1.9601 0.056 -0.329 -0.521
H 1.9093 -2.7700 -1.3950 0.038 0.171 -0.357

***

Entry 2:
84
Properties=species:S:1:pos:R:3:forces:R:3 method="wB97M-V/def2-TZVPD" spin_multiplicity=6 lumo_ev="-5.49 / -6.66" energy_ha=-8584.7833 s_squared=8.8338 orbital_gap_ev="2.24 / 3.96" total_charge=+1 molar_mass_g_mol=1165.911
Ir -1.3793 -0.4569 0.0556 -2.491 0.256 0.572
Se -0.6889 1.2021 -4.7202 0.783 0.731 -0.919
As -3.8851 1.7306 0.4839 -1.282 0.675 -0.590
S -3.7243 -1.3624 2.0020 -0.435 0.307 1.033
S -0.2580 -2.4673 -0.2595 0.695 -0.261 -0.251
S -0.3622 -0.8375 2.4696 1.536 -0.730 -0.696
F -0.3611 4.6862 -2.5592 0.206 -0.189 0.180
F -1.4091 2.3730 -1.7055 0.460 0.303 0.217
F 2.2368 5.2510 -2.1218 -0.144 -0.378 0.143
F 2.8364 1.1224 -0.0117 -0.051 -0.028 -0.007
F 3.8569 3.4931 -0.8538 -0.144 -0.028 -0.033
O -3.1063 -0.3132 2.7762 -0.090 -0.046 -0.105
O -3.8737 -2.6543 2.5868 -0.015 -0.016 -0.151
O -2.2192 1.2241 0.5393 1.097 -1.442 -0.397
O -3.0272 -1.4694 0.6442 1.103 0.090 -0.935
O 0.3101 0.5130 -0.4238 0.533 0.585 0.046
O -4.1055 1.8858 -1.2737 0.133 -0.123 0.578
O -4.0806 3.1499 1.2228 0.225 -0.075 0.042
N -2.4959 -0.9165 -2.0970 1.934 1.565 -0.038
N 2.3951 -2.5648 0.1752 -1.988 1.058 0.755
N 2.1291 -1.7464 2.8271 -0.717 -0.091 -1.464
N -2.4064 1.0477 -5.1297 -0.535 0.209 -0.238
N -0.8034 0.2267 -3.2430 -0.046 -0.571 0.851
C 2.0196 -0.9747 -2.5852 -0.178 -0.127 0.016
C 2.3749 0.1116 -3.3669 0.033 0.134 -0.016
C -6.4193 -1.5281 1.5994 -0.081 -0.017 0.075
C 2.0597 2.0034 -0.6191 0.386 0.269 -0.105
C 5.2092 1.0327 4.9602 -0.007 -0.002 0.012
C 1.0978 -1.6452 1.9704 -0.742 2.314 4.008
C 1.1960 -2.1967 0.6609 1.081 -1.826 -3.040
C -7.6919 0.1641 0.4680 0.034 0.088 -0.029
C 2.1894 -1.1177 4.1479 -0.252 0.061 0.297
C -2.9512 0.3029 -4.1877 -0.997 -0.288 -0.164
C 4.2958 -0.0135 4.9785 0.008 0.008 -0.006
C 3.0003 -1.8261 -2.0896 0.159 0.167 -0.031
C 4.3332 -1.5843 -2.3999 0.103 0.036 0.094
C 2.5808 3.1949 -1.0434 0.145 -0.372 0.227
C 4.6903 -0.4902 -3.1765 0.028 -0.042 0.025
C 0.6766 1.6657 -0.8037 -0.033 -0.597 0.001
C -3.7479 -1.2866 -2.1190 -3.257 -0.934 -0.375
C -5.2847 -0.7569 1.4461 0.168 -0.070 -0.067
C 3.7100 0.3639 -3.6579 -0.047 -0.056 0.063
C -4.3122 -0.1131 -4.1492 0.966 0.880 -0.854
C 3.3149 -2.4773 2.4027 0.206 -0.196 -0.160
C 3.8971 2.1462 3.2841 0.034 -0.026 0.010
C 5.0134 2.1092 4.1106 0.001 0.008 -0.007
C 3.1805 0.0202 4.1535 0.034 -0.111 -0.041
C 2.9839 1.1064 3.3086 0.028 0.072 -0.058
C -6.5420 0.9293 0.3038 0.023 0.111 -0.014
C 3.5816 -2.2044 0.9374 0.411 0.016 0.656
C -7.6328 -1.0590 1.1079 0.065 -0.085 0.075
C -5.3277 0.4670 0.7887 0.224 -0.094 0.010
C 0.3948 3.8137 -1.9109 -0.427 0.048 -0.136
C -2.0653 -0.1427 -3.1362 0.968 -0.334 0.354
C 1.7447 4.1091 -1.6965 0.024 0.394 -0.197
C 2.6213 -2.9893 -1.2113 -0.025 -0.368 -0.458
C -4.6858 -0.9190 -3.1259 0.617 -1.017 2.000
C -0.1407 2.6287 -1.4649 -0.595 0.388 -0.424
H 2.1082 1.1409 2.6743 -0.101 -0.002 -0.044
H 3.7386 2.9900 2.6266 -0.007 0.038 -0.009
H -4.9951 0.2104 -4.9218 0.039 -0.028 -0.047
H 0.9714 -1.1716 -2.3866 0.095 0.129 -0.128
H 2.4836 -1.8900 4.8608 -0.005 -0.002 0.008
H -6.3442 -2.4784 2.1081 0.001 -0.043 -0.006
H -6.5939 1.8882 -0.1952 -0.027 -0.028 -0.022
H 5.7261 2.9219 4.0941 0.011 0.019 0.006
H 3.4335 -3.7174 -1.1797 -0.078 -0.008 0.031
H 1.7301 -3.4930 -1.5778 0.007 0.039 0.062
H 4.1566 -2.1481 3.0102 -0.011 0.007 -0.058
H 3.9840 1.2092 -4.2739 0.003 0.026 -0.035
H 1.5994 0.7569 -3.7654 0.207 -0.106 0.090
H -8.6361 0.5337 0.0922 0.008 0.020 -0.015
H -3.9430 2.8131 -1.4914 -0.017 0.072 -0.117
H 6.0720 1.0045 5.6106 0.023 -0.004 0.014
H 1.1903 -0.7720 4.4140 0.081 -0.090 -0.043
H 3.8245 -1.1472 0.7805 -0.073 -0.091 -0.091
H -8.5288 -1.6523 1.2299 0.015 -0.007 0.009
H 4.4186 -2.8059 0.5843 -0.071 0.011 0.021
H 4.4501 -0.8535 5.6443 0.007 -0.033 0.032
H -4.0699 -1.9056 -1.2925 -0.113 -0.045 -0.115
H 5.1024 -2.2556 -2.0369 0.040 -0.031 -0.008
H 3.1477 -3.5452 2.5720 0.100 -0.016 0.037
H 5.7303 -0.3135 -3.4137 0.020 -0.009 -0.002
H -5.6989 -1.2803 -3.0361 -0.026 -0.053 0.101

***

Entry 3:
21
Properties=species:S:1:pos:R:3:forces:R:3 method="wB97M-V/def2-TZVPD" smiles="CN/C=C/CCCO" relative_energy_kcal_mol=43.9 lumo_ev=0.94 energy_ha=-366.3639 orbital_gap_ev=8.71 total_charge=0 molar_mass_g_mol=115.176
O 0.2927 0.7763 -2.4098 0.318 0.132 0.348
N -0.6288 1.3020 1.9763 -0.068 0.525 0.700
C -0.7751 -1.5038 -0.6022 0.081 0.036 0.402
C -0.4433 0.1656 1.2337 0.632 -0.634 -0.123
C 0.0263 -1.5838 -1.8981 0.541 0.425 -0.442
C 1.0152 -0.4441 -2.1226 -1.032 0.518 -0.070
C 0.4266 1.7200 2.8957 -0.223 -0.545 -0.899
C -0.9095 -0.1536 0.0331 -0.841 0.390 -0.435
H 1.6100 -0.6246 -3.0092 0.374 -0.232 0.007
H 1.2306 2.2297 2.3573 0.078 0.257 0.230
H -0.6232 -1.5694 -2.7792 0.003 -0.212 0.133
H -1.7824 -1.8324 -0.8297 -0.240 -0.414 0.127
H 0.3459 1.3389 -1.6208 -0.137 -0.350 -0.397
H -1.5740 0.5362 -0.5011 0.291 -0.016 0.200
H -1.1117 2.0796 1.5549 -0.069 -0.209 -0.253
H 1.6269 -0.2728 -1.2469 0.435 -0.160 0.147
H 0.5855 -2.5193 -1.8697 -0.011 -0.134 -0.349
H -0.3324 -2.2114 0.1136 -0.223 0.200 -0.009
H -0.0111 2.3308 3.6681 0.121 0.294 0.292
H 0.1757 -0.5853 1.7301 -0.063 0.173 0.108
H 0.8557 0.8215 3.3265 0.035 -0.044 0.284

***

Entry 4:
78
Properties=species:S:1:pos:R:3:forces:R:3 method="wB97M-V/def2-TZVPD" spin_multiplicity=3 lumo_ev="-6.74 / -6.67" energy_ha=-3734.3690 s_squared=2.0023 orbital_gap_ev="6.89 / 6.98" total_charge=+2 molar_mass_g_mol=763.029
Tm 0.3798 0.0552 0.1468 0.978 -0.065 -2.232
Cl 0.3628 -0.0146 -2.3957 -0.058 -0.003 1.374
P 0.0448 2.6997 -0.0852 -0.040 0.119 -0.039
P 0.0442 -2.6226 0.0275 -0.279 -0.185 -0.125
O -0.1822 -0.1718 2.2466 -0.341 -0.326 2.675
C -1.1968 -3.0328 -1.2296 0.337 -0.233 -0.517
C -2.3358 -2.2346 -1.4245 0.085 -0.163 0.036
C -0.8638 3.2863 2.4793 0.083 0.262 0.163
C -2.1191 -4.5361 2.9275 0.494 0.198 0.263
C 0.1406 3.5196 1.5292 0.564 -0.200 0.351
C -0.9437 -4.1216 -2.0754 -0.297 -0.040 0.092
C 1.3437 4.0556 -2.1282 0.310 0.119 0.171
C -1.8892 -4.5033 -3.0298 -0.322 0.251 0.065
C -1.7035 -3.9833 1.7128 -0.074 -0.155 0.051
C 1.3557 4.8828 3.1226 -0.280 -0.108 0.100
C -3.8341 4.1284 -2.0522 0.037 -0.190 -0.154
C -0.4622 -3.3522 1.6087 -0.487 0.345 0.263
C -3.3874 2.8251 -2.3404 0.205 0.481 0.298
C 1.2871 4.2407 1.8852 -0.153 0.144 -0.032
C -1.6469 -0.3254 2.5342 0.115 -0.406 -0.346
C 4.1331 -4.5092 -0.9276 -0.049 0.222 -0.188
C 0.3012 -3.1180 2.7656 -0.059 -0.361 -0.206
C -2.2130 2.3698 -1.7392 0.170 -0.156 -0.098
C 3.8851 3.0114 -1.5404 -0.257 -0.053 0.139
C 2.6555 -2.5999 -1.0407 -0.071 0.091 -0.086
C -1.2910 -4.3996 4.0514 -0.303 -0.239 -0.218
C -3.1458 4.9526 -1.1513 -0.133 -0.070 -0.169
C 1.6652 -3.3369 -0.3738 0.220 -0.158 0.455
C 3.8884 -3.1874 -1.3398 -0.264 -0.282 0.192
C 1.5146 3.1659 -1.0591 -0.252 -0.122 -0.523
C -1.9812 4.4786 -0.5554 0.026 0.221 -0.080
C 2.7681 2.5740 -0.8189 -0.181 0.408 -0.219
C 0.3004 4.7330 4.0295 -0.095 0.057 -0.068
C 3.7213 3.9902 -2.5324 -0.135 0.119 0.140
C 3.1771 -5.2247 -0.1940 0.170 0.038 -0.146
C -3.0610 -3.7416 -3.1655 0.031 0.003 0.200
C 2.4530 4.5027 -2.8521 0.254 -0.268 0.298
C -1.4839 3.2129 -0.8859 -0.439 0.357 0.256
C -0.7971 3.9108 3.7287 0.187 0.024 -0.414
C -0.1010 -3.6703 3.9795 0.282 -0.018 0.028
C 1.9564 -4.6226 0.0965 -0.104 -0.272 0.028
C -3.2813 -2.5943 -2.3848 0.257 -0.209 0.148
H 0.5497 -3.5893 4.8598 -0.393 0.061 -0.371
H -1.4450 5.0910 0.1742 -0.181 -0.075 -0.319
H 3.3719 -6.2586 0.1309 -0.049 0.665 -0.156
H 5.0813 -4.9774 -1.1993 -0.296 0.118 0.163
H -1.8297 1.3657 -1.9551 -0.199 0.426 -0.080
H -2.3533 -4.0294 0.8392 0.201 -0.244 0.161
H 0.3379 4.3938 -2.3705 0.266 0.143 0.046
H -1.5655 -4.8895 4.9853 0.026 0.213 -0.202
H -4.1928 -1.9963 -2.4948 0.419 -0.299 -0.087
H -3.9285 2.1872 -3.0469 0.181 0.295 0.353
H -2.0494 0.6032 2.9509 0.328 -0.304 0.078
H 0.3157 5.2723 4.9782 0.060 -0.217 -0.263
H 2.2130 5.5210 3.3596 -0.339 -0.346 -0.022
H -2.4855 -1.3164 -0.8381 -0.026 -0.372 -0.107
H -0.0043 -4.6642 -1.9702 -0.306 -0.023 -0.042
H 2.1201 4.2940 1.1852 -0.233 0.264 0.135
H 2.4433 -1.5678 -1.3545 0.137 -0.449 -0.165
H 1.2156 -5.1502 0.7055 0.255 0.066 -0.325
H 2.6608 -0.0427 -4.0525 0.633 0.003 0.340
H 0.3035 -0.4026 3.0979 -0.763 0.442 -1.502
H 2.8764 1.7839 -0.0594 0.126 0.361 -0.032
H -1.7342 -5.4033 -3.6419 -0.042 0.586 0.268
H -3.4980 5.9709 -0.9272 0.110 -0.647 -0.136
H 4.6351 -2.6317 -1.9163 -0.271 -0.250 0.322
H -3.8316 -4.0414 -3.8747 0.269 0.049 0.090
H 2.3386 5.2714 -3.6271 0.060 -0.499 0.313
H 4.8794 2.6154 -1.2975 -0.488 0.162 -0.257
H 3.3183 -0.0294 -3.6687 -0.511 -0.002 -0.382
H -1.6158 3.7907 4.4404 0.321 0.015 -0.153
H -1.6970 2.6271 2.2233 0.030 0.398 0.057
H -2.1339 -0.5098 1.5564 0.193 -0.018 0.407
H -1.8020 -1.2138 3.1833 0.160 0.662 -0.454
H -4.7297 4.4984 -2.5545 0.242 -0.077 0.221
H -3.0564 -5.0920 2.9863 0.286 0.238 0.026
H 1.2292 -2.5427 2.6894 -0.071 -0.372 0.086
H 4.6046 4.3706 -3.0459 -0.268 -0.153 0.061

***

Entry 5:
20
Properties=species:S:1:pos:R:3:forces:R:3 method="wB97M-V/def2-TZVPD" relative_energy_kcal_mol=205.7 lumo_ev=-8.37 energy_ha=-344.4390 orbital_gap_ev=4.62 total_charge=+1 molar_mass_g_mol=105.161
O 0.3119 3.2206 -0.0610 -0.554 -1.381 -0.460
N 1.4277 0.5462 1.6082 -4.601 -2.115 -1.166
N 1.3820 -0.6735 -1.0518 -1.036 -0.506 2.693
C -1.1033 -0.5998 -1.0780 -0.486 -0.473 -1.433
C 0.1705 -0.2387 -0.4193 0.278 -1.181 1.763
C -1.6511 -1.9743 -0.5039 1.346 0.191 0.563
C 0.1402 0.2061 0.9299 3.627 1.396 0.408
H 2.0739 -0.1432 1.1899 0.857 1.350 0.308
H -1.6445 -1.9306 0.6064 -0.783 0.270 -0.611
H 1.4846 -1.6911 -0.7626 0.381 1.599 -0.842
H -0.8681 -0.7199 -2.2300 -1.038 0.523 2.228
H 0.3272 2.3880 -0.6082 0.382 1.676 0.748
H 0.1246 2.1483 2.8066 0.549 0.045 -0.594
H 1.1715 3.6507 -0.1002 0.107 -0.239 -0.221
H -2.6072 -2.3176 -0.9474 0.706 0.418 0.329
H -0.7583 0.5661 1.4522 0.351 -0.172 -0.602
H -1.8783 0.1074 -0.7825 -0.007 0.380 -0.810
H 1.3086 -0.5331 -2.0360 0.094 -0.445 -0.784
H -0.8452 -2.6890 -0.6401 -0.197 -0.579 -0.579
H 1.4334 0.6774 2.6279 0.023 -0.756 -0.939